Record 1
57
Properties=species:S:1:pos:R:3:forces:R:3 method="wB97M-V/def2-TZVPD" multiplicity=6 total_charge=+2 homo_ev="-14.5 / -14.5" s_squared=8.76 orbital_gap_ha="0.3274 / 0.3138"
Mn -0.619 -0.958 2.546 -0.334 -0.022 -1.260
O 5.257 -2.301 3.610 -0.016 -0.008 -0.079
C 4.023 -2.166 3.153 0.248 -0.004 0.127
C 3.672 -2.199 1.802 0.044 -0.051 -0.133
C 2.352 -2.054 1.456 -0.126 -0.097 -0.107
N 1.372 -1.869 2.362 -0.020 0.077 -0.025
C 1.762 -1.834 3.633 -0.189 -0.008 0.185
Br 0.297 -1.513 4.824 0.192 -0.152 0.849
C 3.024 -1.970 4.115 0.096 -0.048 0.118
H 5.901 -2.442 2.902 0.018 -0.004 0.009
H 4.416 -2.336 1.027 -0.029 0.011 0.038
H 2.052 -2.092 0.418 -0.004 0.051 -0.019
H 3.265 -1.937 5.170 -0.011 0.010 -0.069
N -7.370 -3.309 1.734 0.027 0.255 -0.014
C -6.847 -2.068 1.850 -0.044 -0.212 0.027
O -7.500 -1.059 1.979 -0.046 -0.027 -0.024
C -5.330 -1.948 1.835 -0.031 -0.061 -0.013
C -4.439 -2.980 1.576 -0.147 -0.087 -0.079
C -3.086 -2.727 1.605 0.275 0.002 -0.039
N -2.582 -1.512 1.868 0.026 0.315 0.453
C -3.455 -0.504 2.108 0.021 -0.234 -0.171
C -4.817 -0.685 2.097 -0.039 0.038 -0.007
H -8.373 -3.393 1.749 -0.027 -0.002 -0.004
H -6.828 -4.145 1.627 0.028 -0.004 0.025
H -4.763 -3.984 1.337 0.004 0.031 0.021
H -2.374 -3.518 1.400 0.003 0.019 0.054
H -3.035 0.476 2.286 0.085 0.043 0.047
H -5.500 0.134 2.284 0.022 -0.028 0.004
C -0.121 1.193 -4.600 0.026 -0.022 0.003
C -0.310 1.722 -3.182 -0.040 0.049 -0.070
C 0.033 0.654 -2.159 -0.029 0.136 0.122
N -0.247 1.100 -0.774 0.008 -0.124 -0.152
C 0.512 1.095 0.299 0.104 -0.072 0.040
S -0.208 1.311 1.881 -0.052 0.272 -0.024
N 1.839 0.933 0.266 0.106 0.060 -0.130
C 2.813 0.970 -0.832 -0.072 0.102 0.062
O 3.582 0.053 -0.886 0.054 -0.041 -0.002
C 2.800 2.160 -1.701 -0.015 -0.143 0.084
C 2.199 3.353 -1.305 -0.026 0.098 0.106
C 2.241 4.452 -2.147 0.018 0.029 -0.012
C 2.865 4.353 -3.385 -0.003 0.018 -0.010
C 3.466 3.161 -3.781 0.005 0.010 0.000
C 3.445 2.067 -2.935 0.023 -0.065 -0.055
H -0.384 1.955 -5.332 0.013 -0.020 0.024
H -0.748 0.319 -4.790 0.024 0.045 0.014
H 0.920 0.908 -4.777 -0.065 0.019 0.019
H -1.348 2.041 -3.033 0.040 -0.015 -0.024
H 0.323 2.595 -3.013 -0.045 -0.016 -0.017
H 1.074 0.367 -2.252 0.045 -0.055 0.055
H -0.563 -0.244 -2.331 -0.075 -0.016 0.038
H -1.208 1.344 -0.586 -0.086 -0.019 -0.008
H 2.259 0.761 1.168 0.023 0.001 0.004
H 1.729 3.444 -0.331 0.032 -0.019 -0.069
H 1.792 5.387 -1.837 0.024 -0.037 -0.015
H 2.892 5.214 -4.042 0.001 -0.057 0.038
H 3.961 3.093 -4.742 -0.036 0.008 0.056
H 3.919 1.133 -3.216 -0.026 0.070 0.009

Record 2
53
Properties=species:S:1:pos:R:3:forces:R:3 method="wB97M-V/def2-TZVPD" relative_energy_kcal_mol=796.8 total_charge=-1 homo_ev=-3.5 orbital_gap_ha=0.2321
Cl 14.735 -8.630 14.171 -0.393 3.681 -9.173
Cl 12.146 -12.561 14.963 -0.397 -0.785 -0.010
C 13.206 -11.187 14.683 -4.329 1.196 -3.673
C 12.852 -10.392 13.420 -0.677 -1.742 -1.735
Cl 11.225 -9.612 13.546 0.365 -0.033 0.015
H 14.253 -11.491 14.689 -5.375 0.698 -1.867
H 13.053 -10.471 15.491 -2.911 -1.406 -1.881
H 12.845 -11.013 12.524 -0.655 -0.613 0.032
H 13.587 -9.648 13.112 -1.121 -0.471 0.499
N 17.356 -9.291 14.724 1.350 -5.865 4.749
C 16.388 -10.164 14.304 1.688 -2.342 2.754
C 15.880 -11.220 15.026 4.470 -1.697 2.129
C 16.549 -11.589 16.215 2.576 0.118 -0.849
C 17.644 -10.847 16.642 -0.294 0.682 -1.246
C 18.050 -9.732 15.849 -2.181 -0.090 -0.836
H 15.837 -9.919 13.408 1.794 -3.833 0.860
H 15.033 -11.825 14.737 4.949 -2.262 -1.004
H 16.177 -12.369 16.863 1.150 -0.157 -0.649
H 18.082 -11.074 17.603 0.425 0.031 -0.054
H 18.914 -9.157 16.149 -0.015 0.354 -0.023
N 17.526 -8.139 13.101 0.907 2.769 -5.870
C 16.530 -8.923 12.542 2.666 2.728 -4.700
C 16.511 -9.548 11.267 2.809 1.566 0.748
C 17.706 -9.347 10.552 -1.668 -0.604 -0.401
C 18.696 -8.498 11.005 0.511 -0.358 -0.323
C 18.590 -7.864 12.219 -1.828 -1.851 1.247
H 15.672 -8.889 13.198 2.031 2.368 -5.064
H 15.728 -10.138 10.813 -0.302 -0.009 0.426
H 17.744 -9.843 9.593 0.490 0.077 -0.309
H 19.593 -8.350 10.422 0.094 0.044 -0.221
H 19.456 -7.289 12.511 -0.321 0.493 0.638
N 15.682 -6.869 15.860 -1.600 0.817 2.404
C 14.384 -7.281 15.991 3.113 7.391 0.391
C 13.542 -6.812 16.994 3.235 11.258 -1.274
C 14.106 -6.052 18.025 -1.608 0.195 0.162
C 15.424 -5.723 17.991 2.075 0.339 -0.712
C 16.203 -6.067 16.898 -1.451 -1.754 -1.664
H 14.006 -8.006 15.286 -2.961 11.540 0.862
H 12.494 -7.072 17.015 -1.837 3.924 -1.623
H 13.562 -5.790 18.921 -0.436 0.082 -0.068
H 15.867 -5.142 18.786 0.017 0.034 0.167
H 17.242 -5.811 16.754 0.029 0.151 0.191
N 14.395 -10.631 16.142 2.571 3.015 7.262
C 14.400 -11.336 17.269 -2.349 1.009 1.497
C 13.823 -10.802 18.463 1.088 -2.675 -1.444
C 13.295 -9.556 18.467 0.080 0.757 1.277
C 13.456 -8.758 17.364 1.114 -8.498 0.773
C 14.036 -9.350 16.221 -2.191 -1.723 8.893
H 14.749 -12.353 17.161 -0.938 0.128 0.662
H 13.773 -11.434 19.337 0.002 -0.083 0.112
H 12.944 -9.242 19.439 -0.548 0.523 0.022
H 13.175 -7.718 17.301 -2.339 -9.424 4.090
H 14.170 -8.739 15.341 -0.875 -9.693 3.811

Record 3
53
Properties=species:S:1:pos:R:3:forces:R:3 method="wB97M-V/def2-TZVPD" smiles="CN(CCOc1ccc(Cl)cc1)C(=O)C1CCN(C(=O)c2ccc(F)cc2)CC1" relative_energy_kcal_mol=0.0 total_charge=0 homo_ev=-8.4 orbital_gap_ha=0.3253
C -1.389 -3.676 -0.342 0.241 -0.186 -0.160
N -1.600 -2.284 -0.016 -0.357 0.018 0.099
C -0.664 -1.307 -0.144 0.256 -0.461 -0.123
O -0.973 -0.134 -0.019 -0.039 0.455 -0.023
C 0.768 -1.758 -0.402 0.104 0.083 -0.136
H 0.747 -2.626 -1.067 -0.017 0.021 0.076
C 1.593 -0.660 -1.089 -0.244 0.138 0.134
H 1.050 -0.279 -1.955 0.036 -0.008 -0.060
C 1.913 0.509 -0.152 -0.104 0.185 -0.519
N 2.541 0.023 1.053 -0.229 0.022 0.111
C 3.852 0.129 1.362 0.109 0.162 -0.008
O 4.368 -0.505 2.266 0.221 -0.186 0.091
C 4.649 1.117 0.565 0.179 0.073 0.091
C 4.353 2.476 0.613 0.106 -0.211 -0.052
C 5.147 3.389 -0.057 0.167 0.071 -0.120
C 6.235 2.923 -0.774 -0.075 -0.082 0.048
C 6.558 1.579 -0.827 0.042 0.212 -0.075
C 5.762 0.679 -0.143 -0.178 0.062 0.093
H 6.002 -0.373 -0.152 0.043 -0.099 0.020
H 7.421 1.256 -1.388 0.086 -0.005 -0.064
F 7.007 3.808 -1.439 -0.067 -0.080 0.069
H 4.936 4.446 -0.029 0.007 0.108 -0.008
H 3.505 2.820 1.186 -0.104 0.039 0.038
C 1.713 -0.915 1.779 0.066 -0.317 0.346
C 1.440 -2.152 0.925 -0.065 0.124 0.048
H 0.814 -2.845 1.488 0.011 -0.079 0.014
H 2.391 -2.645 0.708 -0.003 -0.041 0.031
H 2.244 -1.193 2.691 -0.148 0.051 -0.101
H 0.772 -0.419 2.037 0.037 -0.008 0.034
H 2.571 1.214 -0.661 -0.113 -0.080 0.069
H 0.981 1.014 0.117 0.191 0.019 -0.072
H 2.531 -1.102 -1.438 0.011 -0.004 -0.032
C -2.963 -1.853 0.220 -0.367 0.431 -0.037
C -3.677 -1.486 -1.094 0.429 -0.147 0.098
O -4.970 -0.980 -0.878 -0.245 0.054 0.113
C -5.127 0.315 -0.471 -0.181 0.230 0.052
C -6.450 0.724 -0.299 0.193 -0.154 -0.039
C -6.746 2.012 0.093 0.114 0.024 0.005
C -5.712 2.909 0.317 0.126 -0.152 -0.044
C -4.396 2.518 0.152 -0.252 0.109 0.041
C -4.097 1.223 -0.241 0.049 -0.305 -0.127
H -3.059 0.951 -0.349 0.116 -0.125 -0.012
H -3.596 3.219 0.331 0.056 0.081 0.023
Cl -6.074 4.528 0.809 -0.050 0.226 0.069
H -7.770 2.322 0.224 -0.086 0.045 0.014
H -7.236 0.009 -0.482 -0.103 -0.083 -0.023
H -3.822 -2.385 -1.702 0.073 0.117 0.026
H -3.060 -0.776 -1.658 -0.042 -0.063 0.030
H -3.514 -2.644 0.733 0.048 0.023 -0.026
H -2.933 -0.972 0.866 -0.072 -0.162 -0.046
H -1.242 -3.822 -1.417 0.002 -0.096 0.042
H -2.268 -4.241 -0.041 0.029 0.006 0.014
H -0.529 -4.082 0.189 -0.008 -0.055 -0.035